Computed, not measured: a molecular structure, C7H11NPPt in a non-equilibrium geometry, with ωB97M-V with the def2-TZVPD basis set.

The orbital gap (alpha / beta) comes out at 5.2 / 6.8 eV. For the HOMO energy (alpha / beta), the calculation gives -0.2830 / -0.4916 hartree. The net charge is +1. The calculation puts the maximum force at 0.061 hartree/bohr. Its lowest unoccupied orbital energy (alpha / beta) is -2.50 / -6.57 eV. As for the spin multiplicity: 5.

Each line ends with the Mulliken charge.
CARTESIAN COORDINATES (ANGSTROEM)
Pt 0.4459 0.4761 0.0887  0.55
P -0.5035 2.3969 0.5022  -0.18
N 0.1948 -0.1818 1.9097  -0.55
C 1.3681 -0.7567 -1.3625  -0.46
C -0.6715 -1.8991 -1.3190  -0.14
C 0.0651 -0.2518 3.0639  0.54
C -0.8573 -0.7838 -2.1466  -0.37
C 0.0200 -0.1143 4.5001  -0.82
C 0.3634 0.0047 -2.1544  -0.54
C 0.6470 -1.8711 -0.7567  -0.83
H 0.9038 -0.5931 4.9453  0.28
H -1.5820 2.5176 1.4403  0.13
H 0.5326 3.3260 0.8898  0.14
H 2.4282 -0.5574 -1.3410  0.62
H 1.1119 -2.6249 -0.1331  0.46
H -0.8877 -0.5936 4.8911  0.29
H -1.7479 -0.5533 -2.7310  0.42
H 0.0102 0.9557 4.7804  0.29
H 0.5823 0.8844 -2.7432  0.58
H -1.0371 2.9300 -0.7196  0.13
H -1.3860 -2.7102 -1.1740  0.46


Computed, not measured: a molecular structure, CH2BF3HfO2S2 in a non-equilibrium geometry, with ωB97M-V with the def2-TZVPD basis set.

The orbital gap comes out at 4.9 eV. For the HOMO energy, the calculation gives -1.0334 hartree. The net charge is +4. The calculation puts the maximum force at 0.122 hartree/bohr. Its lowest unoccupied orbital energy is -23.18 eV.

Each line ends with the Mulliken charge.
CARTESIAN COORDINATES (ANGSTROEM)
Hf -1.3557 1.3550 2.7818  2.16
S 0.4629 0.6049 -0.1275  0.95
S -0.3150 -1.3792 2.3771  -0.10
F -1.1667 1.1667 -2.1109  -0.10
F -0.4097 -0.9096 -2.1842  -0.11
F 0.8502 0.7302 -2.6684  -0.06
O -0.6345 1.4598 0.6737  -0.34
O 1.6926 1.3314 -0.1400  -0.32
C -0.1513 0.3463 -1.9122  0.72
B 0.7891 -0.9749 0.8650  0.39
H -1.4425 -2.0054 1.8254  0.51
H 1.6806 -1.7252 0.6203  0.30


Please write out number 2 again, unchanged.
Computed, not measured: a molecular structure, CH2BF3HfO2S2 in a non-equilibrium geometry, with ωB97M-V with the def2-TZVPD basis set.

The orbital gap comes out at 4.9 eV. For the HOMO energy, the calculation gives -1.0334 hartree. The net charge is +4. The calculation puts the maximum force at 0.122 hartree/bohr. Its lowest unoccupied orbital energy is -23.18 eV.

Each line ends with the Mulliken charge.
CARTESIAN COORDINATES (ANGSTROEM)
Hf -1.3557 1.3550 2.7818  2.16
S 0.4629 0.6049 -0.1275  0.95
S -0.3150 -1.3792 2.3771  -0.10
F -1.1667 1.1667 -2.1109  -0.10
F -0.4097 -0.9096 -2.1842  -0.11
F 0.8502 0.7302 -2.6684  -0.06
O -0.6345 1.4598 0.6737  -0.34
O 1.6926 1.3314 -0.1400  -0.32
C -0.1513 0.3463 -1.9122  0.72
B 0.7891 -0.9749 0.8650  0.39
H -1.4425 -2.0054 1.8254  0.51
H 1.6806 -1.7252 0.6203  0.30


Look up the net charge of the first one. +1


The lowest maximum force belongs to which entry? C7H11NPPt


Look up the net charge of the second one. +4